DFT (ωB97M-V/def2-TZVPD) results for a cluster of 2 separate species, C2H9NO3Si in total.

Its HOMO energy is -0.3499 Ha. The spin multiplicity is 1. The calculation puts the energy above the lowest of the compared OMol25 structures with the same formula, charge and spin at 310.1 kJ/mol. As for the total charge: 0. Its orbital gap is 9.8 eV. The SMILES is O=[Si](O)O.CNC.

Structure (XYZ):
```
16
C2H9NO3Si | the Open Molecules 2025 dataset | ωB97M-V/def2-TZVPD
O 1.0314 0.8974 -2.6294
Si 0.4965 -0.3667 -1.9017
O -0.7918 -1.1705 -2.2265
O 0.9823 -1.4100 -0.7767
H -1.6648 -1.1962 -1.8418
H 1.8341 -1.5696 -0.3330
C 0.9467 0.6949 1.2439
N -0.1802 -0.1155 1.3807
C -1.2943 0.3422 0.4717
H 1.1168 0.8393 0.0899
H 1.0767 1.6457 1.7332
H 1.8417 0.0877 1.4917
H -0.4739 0.1296 2.4462
H -1.9172 -0.5995 0.4301
H -1.9076 1.2022 0.8816
H -1.0963 0.5892 -0.4598
```